one) A single C3H7OP molecule, computed with ωB97M-V/def2-TZVPD.

Cartesian coordinates (Å):
C -2.10 -0.67 0.23
C -1.04 -0.02 -0.13
C 0.48 0.00 0.76
O 0.67 1.30 1.29
P 1.70 -0.42 -0.55
H -2.98 -0.77 -0.31
H -2.15 -1.33 1.14
H -1.05 0.59 -0.99
H 0.28 -0.67 1.49
H 1.43 1.75 0.82
H 2.85 -0.19 0.33
H 1.75 0.92 -0.90

Properties
- Kohn-Sham gap (hartree) = 0.3997
- SMILES = C=C[C@H](O)P


two) A single C3H7OP molecule, computed with ωB97M-V/def2-TZVPD.

Cartesian coordinates (Å):
C -1.29 -0.42 -2.25
C -0.35 -0.08 -1.41
O -0.17 1.44 -1.09
P 0.77 0.66 -0.03
C 0.19 -0.22 1.51
H -2.05 0.08 -2.88
H -1.48 -1.51 -2.30
H 2.01 0.18 -0.31
H 1.25 1.86 0.62
H -0.59 0.49 1.91
H -0.35 -1.24 1.60
H 1.18 -0.12 2.05

Properties
- Kohn-Sham gap (hartree) = 0.3788
- SMILES = C=C1O[PH2]1C


List of relative energies, unit kJ/mol: one) 0.0; two) 91.4